A cluster of 3 separate species, C18H35BBrF2O7Si in total at a distorted geometry, computed with ωB97M-V/def2-TZVPD.

Geometry as XYZ:
```
65
Properties=species:S:1:pos:R:3:forces:R:3:mulliken_charge:R:1
C 0.815032 -0.585654 4.040246 -0.043 0.148 0.216 -0.23
C 0.633618 1.023455 3.784310 -0.060 -0.479 -1.378 -0.47
C -0.597779 1.212057 2.672265 1.813 0.580 0.273 -0.47
C 0.054134 0.833799 1.215571 0.786 0.802 0.484 0.57
B -1.053356 0.658204 -0.005220 0.670 0.051 0.119 0.22
C -0.310808 0.677736 -1.492064 0.638 -0.309 -0.501 -0.36
C 0.934743 -0.409266 -1.615486 -1.721 0.747 -2.141 0.22
O 2.179221 0.196238 -1.117009 0.744 -2.545 -0.363 -0.11
Si 3.547856 -0.901206 -1.213839 -0.868 0.994 1.048 0.77
C 3.096422 -2.772807 -1.247253 0.134 -1.794 -0.278 -1.07
C 4.566055 -0.626852 0.442279 0.739 0.555 0.375 -0.99
C 4.626804 -0.403901 -2.759199 -0.581 -0.057 0.032 -0.91
C -2.104383 -0.589611 0.206153 -0.862 -1.082 0.342 -0.42
C -1.416829 -2.010565 0.650922 -1.395 0.849 0.943 0.32
C -2.257229 -2.705581 1.893578 0.451 -0.200 -0.764 -0.67
Br -1.691494 -3.265143 -0.934390 0.418 0.140 0.514 -0.28
H 1.723131 -1.016742 3.403884 -1.947 0.890 1.556 0.08
H -0.161176 -1.127809 3.675002 1.947 0.958 0.797 -0.23
H 0.957212 -0.795087 5.193608 -0.124 0.185 -2.377 0.29
H 1.615271 1.379714 3.207532 -2.116 -0.464 1.451 0.14
H 0.484092 1.665755 4.750968 0.261 -1.407 -1.655 0.38
H -1.527771 0.537632 2.927170 1.772 1.434 -0.363 0.12
H -0.855084 2.376745 2.703974 0.111 -2.613 -0.301 0.20
H 0.809963 -0.078961 1.278045 -1.368 1.692 0.261 -0.44
H 0.730149 1.766074 0.901029 -1.102 -1.826 0.796 -0.19
H -1.716206 1.656539 0.024100 -0.574 0.657 0.000 -0.45
H 0.113789 1.771817 -1.705340 -0.720 -2.358 0.147 -0.22
H -1.163624 0.434537 -2.281044 1.992 0.414 1.155 0.08
H 1.069689 -0.608000 -2.783667 -0.067 0.092 2.191 0.30
H 0.651080 -1.435748 -1.130632 0.721 1.971 -0.604 -0.17
H 2.289355 -3.071933 -2.051821 1.538 0.609 1.662 0.29
H 4.093381 -3.353629 -1.548449 -1.971 1.170 0.602 0.31
H 2.782130 -3.219597 -0.191863 0.513 1.103 -2.239 0.26
H 4.058785 0.185456 1.146579 1.084 -1.762 -1.530 0.22
H 5.623514 -0.220760 0.086904 -1.988 -0.814 1.081 0.27
H 4.714356 -1.627420 1.049423 -0.251 2.043 -1.221 0.27
H 5.742076 -0.547065 -2.432908 -2.004 0.365 -1.086 0.30
H 4.281862 -1.110070 -3.638305 1.049 1.534 1.553 0.23
H 4.336626 0.713681 -2.998715 0.902 -2.241 0.311 0.13
H -2.931038 -0.326841 1.025014 1.751 -0.654 -1.613 -0.05
H -2.679130 -0.750929 -0.801928 0.951 0.167 1.985 0.06
H -0.254237 -1.940717 0.845021 -2.508 -0.328 -0.421 0.27
H -3.425516 -2.478436 1.801211 2.784 -0.559 0.061 0.07
H -2.047985 -3.874688 1.803418 -0.550 2.513 0.712 0.32
H -1.873744 -2.237632 2.894926 -0.709 -1.056 -1.788 0.15
C -7.080999 -1.602887 -0.713538 -0.937 0.019 -0.808 -0.43
C -5.594326 -1.698418 -0.664798 0.928 0.527 -0.571 0.34
O -5.293114 -1.460440 0.691492 -1.067 -0.651 0.315 -0.15
C -6.381835 -1.905044 1.379743 0.029 -0.379 3.049 0.52
O -6.391160 -2.121534 2.580124 -0.102 0.526 -2.800 -0.56
O -7.461194 -2.086520 0.559059 0.582 -0.070 0.718 -0.33
F -5.023785 -0.721895 -1.405438 -0.043 -0.092 -0.170 -0.30
H -7.435729 -0.573484 -0.831376 0.288 -0.028 -0.025 0.28
H -7.511245 -2.215557 -1.510354 -0.008 -0.014 0.267 0.29
H -5.197190 -2.674129 -0.964448 0.160 0.178 -0.029 0.26
C 2.719458 3.468654 -1.924748 0.060 -1.289 0.549 0.25
C 2.793209 4.814269 -1.287896 0.412 0.167 0.334 0.34
O 2.566452 5.699612 -2.361037 -0.645 -0.340 -0.220 -0.33
C 1.777601 5.008029 -3.230576 -1.652 0.585 -2.444 0.61
O 1.147886 5.521627 -4.140271 1.513 -1.096 2.011 -0.57
O 1.771696 3.668222 -2.954248 -0.157 1.358 -0.413 -0.27
F 4.030912 5.048292 -0.796990 0.286 0.226 0.305 -0.30
H 3.672275 3.155254 -2.364417 0.038 0.248 0.138 0.04
H 2.384007 2.696283 -1.227391 -0.126 -0.033 -0.269 -0.15
H 2.044125 4.982877 -0.506895 0.200 0.046 0.016 0.33
```
Positions in Å, forces in eV/Å.

LUMO: 0.08895 hartree
molar mass: 520.269 g/mol
HOMO level: -5.06 eV
largest force on an atom: 3.072 eV/Å
charge: -1